# C10H34O7

A 7-piece molecular cluster, C10H34O7 overall (wB97M-V/def2-TZVPD, OMol25).

Values from the calculation:
E_tot: -25253.0319 eV

Last column: natural (NBO) charge in e.
Geometry (Å):
C (18.971481, -6.739803, -11.787367)  -0.641
C (18.766165, -5.270065, -11.503153)  -0.060
O (19.319654, -4.840533, -10.265381)  -0.723
H (18.491661, -7.257518, -10.946211)  0.213
H (20.018224, -7.025176, -11.859264)  0.210
H (18.410380, -7.104841, -12.648772)  0.207
H (17.701411, -5.003764, -11.527550)  0.159
H (19.261250, -4.635198, -12.246240)  0.168
H (18.851462, -5.263593, -9.536328)  0.465
C (15.300071, -9.601305, -7.893456)  -0.624
C (15.710231, -9.836746, -9.347039)  -0.054
O (16.929393, -9.147389, -9.618023)  -0.763
H (16.101104, -9.968256, -7.259986)  0.211
H (14.356081, -10.111162, -7.707434)  0.206
H (15.113009, -8.532413, -7.805838)  0.213
H (14.943443, -9.499186, -10.053270)  0.170
H (15.866732, -10.906234, -9.554154)  0.133
H (17.010245, -9.048034, -10.582961)  0.499
C (15.837742, -11.903888, -15.725083)  -0.629
C (14.468919, -11.567259, -15.151660)  -0.059
O (13.903607, -10.473537, -15.883926)  -0.735
H (16.441795, -10.995470, -15.746082)  0.210
H (15.729688, -12.238696, -16.756677)  0.210
H (16.295262, -12.654492, -15.087240)  0.218
H (14.566221, -11.216120, -14.118397)  0.162
H (13.848788, -12.468645, -15.159865)  0.158
H (13.230918, -10.055147, -15.345341)  0.462
C (16.299858, -6.552814, -16.517746)  -0.645
C (16.147917, -7.996990, -16.074978)  -0.060
O (17.076497, -8.268059, -15.006978)  -0.762
H (15.491221, -6.210740, -17.165483)  0.225
H (17.237751, -6.439184, -17.070589)  0.199
H (16.292429, -5.883342, -15.657723)  0.221
H (16.326333, -8.738960, -16.853189)  0.175
H (15.138718, -8.110261, -15.683740)  0.189
H (17.895323, -7.792916, -15.184150)  0.479
C (18.623039, -11.791007, -13.033664)  -0.632
C (17.758072, -12.170237, -11.841934)  -0.076
O (16.359972, -12.086496, -12.179697)  -0.760
H (18.295656, -10.881245, -13.530714)  0.216
H (18.643997, -12.596857, -13.770214)  0.208
H (19.657142, -11.696734, -12.696654)  0.221
H (17.938626, -11.522612, -10.976288)  0.181
H (18.025682, -13.186188, -11.536545)  0.169
H (15.893037, -12.732262, -11.642735)  0.485
O (13.666952, -8.076177, -12.865308)  -0.950
H (14.462891, -8.635008, -12.922190)  0.491
H (13.094949, -8.365252, -13.583578)  0.451
O (16.402847, -9.184497, -12.460240)  -1.015
H (16.364563, -10.159559, -12.524156)  0.495
H (16.699498, -8.887235, -13.349746)  0.510

Forces on atoms 1 to 3 (eV/Å):
-0.7 -0.3 0.7
0.0 0.8 -0.4
0.1 -0.2 0.1